[1]
C12H44F2InNO16S2 as an isolated structure in a non-equilibrium geometry. Source: the Open Molecules 2025 dataset; level of theory: wB97M-V/def2-TZVPD.

Cartesian coordinates (Å):
In  3.5058  1.6739  -0.9279
O  2.5311  4.3249  0.5982
C  1.4753  4.1879  1.5320
C  0.3326  5.3006  1.3922
O  0.6633  6.6685  1.0820
H  1.9290  4.1902  2.5231
H  1.0440  3.1879  1.5767
H  -0.2886  5.2541  2.2867
H  -0.2379  4.8566  0.5765
N  1.2681  0.2120  0.1456
S  0.3834  0.1963  1.3239
O  0.1397  -1.0484  1.9795
O  -0.6637  1.1973  1.3390
F  1.4921  0.8876  2.2425
S  0.1705  -0.8066  -0.7684
O  -1.2263  -0.4698  -0.8853
O  0.4930  -2.2015  -0.6446
F  0.6867  -0.4625  -2.2078
C  -4.4841  0.7397  -0.9986
O  -5.2355  0.6658  -2.2020
H  -4.3054  -0.2787  -0.6536
H  -3.4960  1.1980  -0.9575
H  -4.9315  1.2989  -0.1769
H  -5.5251  1.5574  -2.4087
C  -2.7836  -1.9223  -3.6337
O  -2.6016  -3.2775  -3.8879
H  -3.0686  -1.7443  -2.5968
H  -1.8083  -1.4537  -3.7657
H  -3.4373  -1.4599  -4.3732
H  -2.5619  -3.7325  -3.0436
C  -2.7699  3.1489  2.0488
O  -3.7073  2.8253  3.0782
H  -1.7305  2.9995  2.3411
H  -3.0260  2.5048  1.2076
H  -2.8778  4.1541  1.6412
H  -3.3431  2.0449  3.5024
C  -1.0810  -4.2831  1.7282
O  -0.3875  -5.4641  2.0866
H  -2.1522  -4.3462  1.9198
H  -0.6987  -3.4030  2.2452
H  -0.9830  -4.0732  0.6631
H  -0.7752  -6.1730  1.5682
C  -1.2967  1.1885  4.7826
O  -2.3037  0.5354  4.0891
H  -1.6911  2.0416  5.3346
H  -0.9031  0.5277  5.5549
H  -0.5205  1.6297  4.1573
H  -2.5716  -0.1634  4.6904
C  1.6925  -1.4585  -5.4543
O  2.9266  -1.0284  -5.8620
H  1.7819  -1.6511  -4.3852
H  0.8848  -0.7673  -5.6952
H  1.4583  -2.4014  -5.9484
H  3.2067  -0.3106  -5.2893
C  0.1122  -4.9061  -2.5638
O  1.3392  -4.2858  -2.2814
H  -0.7104  -4.5701  -1.9326
H  -0.2132  -4.5453  -3.5395
H  0.1976  -5.9885  -2.4672
H  1.1856  -3.6047  -1.6226
C  5.2187  0.7693  2.6421
O  4.3088  1.6702  2.0748
H  5.9425  0.3830  1.9245
H  5.8067  1.2958  3.3939
H  4.7962  -0.1703  2.9983
H  3.9398  2.1136  2.8422
C  -0.1794  2.9770  -1.7272
O  1.0233  2.6341  -2.4074
H  -0.9508  2.3348  -2.1522
H  0.0052  2.7463  -0.6780
H  -0.4954  4.0102  -1.8711
H  0.8561  2.6721  -3.3520
C  3.3576  -2.3440  1.1753
O  3.5080  -1.1109  0.6597
H  2.7545  -2.2435  2.0777
H  2.7118  -2.9333  0.5243
H  4.2896  -2.8916  1.3151
H  2.6048  -0.8296  0.4959

Calculated values
HOMO (spin up / spin down): -0.163 / -0.158 Ha
Energy: -2928.10932 hartree
Expectation value of S²: 0.757
Total charge: -1
2S+1: 2

Atom charges from the Löwdin analysis, given in e for atoms 1 to 4: 1.00, -0.39, -0.40, -0.26


[2]
A 13-piece molecular cluster, C12H48IO12 overall in a non-equilibrium geometry. Source: the Open Molecules 2025 dataset; level of theory: wB97M-V/def2-TZVPD.

Cartesian coordinates (Å):
I  19.7346  -22.2784  20.0312
C  21.4446  -18.8840  22.6050
O  21.5535  -20.2250  23.0328
H  22.4298  -18.4204  22.6563
H  21.0589  -18.8162  21.5878
H  20.8018  -18.3144  23.2761
H  21.0786  -20.7611  22.3935
C  18.9064  -15.6718  18.2905
O  19.7586  -16.8178  18.1895
H  19.1003  -15.0526  19.1663
H  19.1747  -15.1672  17.3624
H  17.8550  -15.9584  18.2643
H  19.4805  -17.4435  18.8624
C  20.9286  -25.9339  21.9797
O  20.6316  -26.8046  23.1054
H  20.0874  -25.8773  21.2889
H  21.1991  -24.9240  22.2878
H  21.8166  -26.3963  21.5486
H  19.7830  -26.5274  23.4587
C  18.1440  -21.5275  24.0427
O  16.9565  -21.1458  24.7669
H  18.5752  -20.7324  23.4344
H  18.9283  -21.6961  24.7806
H  17.9881  -22.4292  23.4506
H  16.3706  -20.8332  24.0736
C  21.3353  -25.6396  17.2703
O  20.3978  -25.7947  18.3526
H  21.9850  -24.8345  17.6135
H  21.8590  -26.5145  16.8849
H  20.8087  -25.2579  16.3957
H  20.1702  -24.9177  18.6699
C  17.5399  -18.8968  20.9218
O  18.4888  -18.9193  19.8832
H  18.0919  -18.6819  21.8368
H  16.8048  -18.1030  20.7887
H  17.0539  -19.8647  21.0445
H  18.9897  -19.7365  19.9364
C  23.5748  -22.6701  22.5389
O  23.1126  -23.1509  21.2613
H  24.2901  -23.3938  22.9297
H  23.9280  -21.6397  22.5797
H  22.7371  -22.7140  23.2348
H  22.2405  -22.8055  21.0568
C  17.0560  -24.2765  17.1032
O  15.6399  -24.3391  16.8151
H  17.3057  -25.1408  17.7185
H  17.6740  -24.3840  16.2117
H  17.4765  -23.4399  17.6613
H  15.2362  -23.7091  17.4165
C  16.8785  -25.2244  21.1585
O  16.6375  -23.7740  21.0907
H  17.3778  -25.5134  22.0833
H  15.9649  -25.8006  21.0116
H  17.5716  -25.4873  20.3594
H  17.5070  -23.3738  21.0175
C  18.3621  -20.0394  16.6286
O  18.8227  -21.3802  16.4521
H  17.6270  -20.0704  17.4328
H  19.1583  -19.3165  16.8063
H  17.8688  -19.6686  15.7301
H  19.0164  -21.6694  17.3468
C  23.3422  -20.5321  17.8141
O  24.4498  -20.4101  16.8938
H  23.1272  -19.5428  18.2180
H  22.4011  -20.8290  17.3512
H  23.5319  -21.2554  18.6072
H  25.2062  -20.2146  17.4516
C  15.3047  -21.4011  19.3475
O  15.0427  -22.7834  19.1143
H  16.3073  -21.0674  19.0802
H  14.5626  -20.8911  18.7332
H  15.1594  -21.0862  20.3809
H  15.5173  -23.2430  19.8108

Calculated values
HOMO: -0.239 Ha
Energy: -1686.49385 hartree
Total charge: -1

Atom charges from the Löwdin analysis, given in e for atoms 1 to 4: 0.28, -0.16, -0.15, 0.07